# 1
Density functional theory data (the ωB97M-V functional and the def2-TZVPD basis) for C11H19As2CoN5O4S as an isolated structure.

## Properties
calculated total energy	-197486.34634	eV
charge	+1
energy relative to the best compared isomer or geometry (same formula, charge and spin)	3.7	kcal/mol
highest occupied orbital energy (alpha / beta)	-11.285 / -12.931	eV
2S+1	5
orbital gap (alpha / beta)	8.8 / 8.5	eV

Structure (XYZ):
```
43
Properties=species:S:1:pos:R:3:forces:R:3:nbo_charge:R:1
Co -1.0489 1.1944 0.9648 0.09 0.10 -0.08 1.383
C -2.4548 -1.3958 -1.4274 0.01 0.00 0.00 -0.935
As -1.2145 -1.1071 0.0340 -0.01 0.03 0.02 0.845
C -1.8431 -2.3060 1.4142 -0.02 0.00 0.00 -0.925
C 0.4022 -2.0063 -0.5796 -0.02 -0.02 -0.01 -0.338
C 0.2353 -3.2248 -1.2347 0.00 -0.01 0.00 -0.149
C 1.3294 -3.9545 -1.6718 0.00 0.00 0.00 -0.193
C 2.6132 -3.4769 -1.4572 0.00 -0.01 0.00 -0.177
C 2.7954 -2.2700 -0.8015 0.00 0.01 0.01 -0.194
C 1.6972 -1.5338 -0.3634 0.01 0.02 0.01 -0.386
As 2.0359 0.1436 0.5658 -0.05 -0.02 0.01 1.445
C 3.0107 1.2686 -0.6614 -0.03 0.00 -0.01 -0.975
C 3.2369 -0.2517 2.0100 0.01 0.00 0.00 -0.969
H -2.6478 -2.4559 -1.5751 0.00 0.00 0.00 0.238
H -2.0486 -0.9647 -2.3401 0.00 0.00 0.00 0.247
H -3.3904 -0.8949 -1.1843 0.00 0.00 0.01 0.250
H -1.8420 -3.3286 1.0414 0.00 0.00 0.00 0.237
H -2.8529 -2.0178 1.7026 0.00 0.00 0.00 0.247
H -1.1821 -2.2076 2.2722 0.00 0.00 0.00 0.273
H -0.7571 -3.6222 -1.4069 0.00 0.00 0.00 0.210
H 1.1780 -4.8986 -2.1775 0.00 0.00 0.00 0.234
H 3.4705 -4.0432 -1.7948 0.00 0.00 0.00 0.236
H 3.8018 -1.9059 -0.6302 0.00 -0.01 0.00 0.220
H 2.4063 1.4546 -1.5463 0.01 0.00 0.00 0.248
H 3.9402 0.7784 -0.9500 0.00 0.00 0.01 0.249
H 3.2255 2.2079 -0.1562 0.01 0.00 0.01 0.264
H 4.1820 -0.6157 1.6076 0.00 0.00 0.00 0.242
H 2.7694 -0.9963 2.6473 0.01 -0.01 0.00 0.275
H 3.3968 0.6627 2.5789 0.00 0.00 -0.01 0.271
O 0.9924 1.8078 4.1055 0.00 0.01 0.00 -0.898
S 0.2694 1.2968 2.9986 0.04 -0.02 -0.04 2.519
O 0.8213 1.8619 1.6178 -0.04 -0.07 0.02 -1.041
O 0.2724 -0.1585 2.7783 0.05 0.00 0.08 -1.026
O -1.1692 1.7546 2.8747 -0.03 -0.03 0.00 -1.038
N -3.9326 4.1121 -2.3930 0.00 -0.03 0.01 -0.583
N -3.0911 3.8168 -1.3425 0.01 0.01 0.02 0.193
N -2.7631 4.7126 -0.4362 0.00 -0.01 -0.02 -0.236
C -2.0522 3.9876 0.4098 -0.03 0.02 0.02 0.165
N -1.9704 2.7166 -0.0055 -0.02 -0.03 -0.03 -0.447
N -2.6574 2.6194 -1.1316 -0.01 0.02 -0.01 -0.036
H -4.0336 5.1205 -2.4192 0.00 0.00 -0.01 0.404
H -3.5268 3.7586 -3.2520 0.01 0.02 -0.01 0.393
H -1.6038 4.3614 1.3147 0.00 -0.01 0.00 0.257
```
Positions in Å, forces in eV/Å.


# 2
Density functional theory data (the ωB97M-V functional and the def2-TZVPD basis) for C14H19ClOTi as an isolated structure.

## Properties
calculated total energy	-52510.89119	eV
charge	-2
highest occupied orbital energy (alpha / beta)	1.133 / 0.188	eV
2S+1	3
orbital gap (alpha / beta)	3.9 / 4.8	eV

Structure (XYZ):
```
36
Properties=species:S:1:pos:R:3:forces:R:3:nbo_charge:R:1
C -3.1886 -1.0970 -1.0179 -0.03 0.39 -0.64 -0.396
C -2.3540 -1.4289 -2.1464 -0.97 1.45 -0.04 -0.370
C -1.4669 -0.3223 -2.3811 -1.02 0.10 0.09 -0.311
H -2.5434 -2.2687 -2.8059 0.40 -0.02 0.23 0.210
C -1.6948 0.6474 -1.3636 -1.31 -0.31 -0.64 -0.321
C -2.7554 0.1765 -0.4927 -0.49 0.03 -1.26 -0.397
H -3.2158 0.7079 0.3460 0.31 -0.22 -0.36 0.205
H -4.0922 -1.6196 -0.7414 0.12 -0.22 0.24 0.200
H -0.8915 -0.1305 -3.2887 0.29 -0.39 0.65 0.237
H -1.2509 1.6292 -1.3594 0.38 -0.16 0.33 0.228
Ti -1.0993 -1.2252 -0.2358 0.30 1.14 -0.55 0.889
Cl -0.4001 -3.3170 -0.0490 0.76 -2.45 0.45 -0.558
C 3.0338 0.3577 -1.0533 -0.03 -0.23 -0.89 -0.356
C 2.5814 1.5940 -1.5900 -0.20 -0.65 -0.29 -0.367
C 2.2088 1.3627 -2.9490 0.82 0.10 -0.03 -0.378
H 2.4775 2.5340 -1.0368 -0.03 -0.35 -0.22 0.170
C 2.5302 0.0162 -3.2922 -0.31 0.17 0.80 -0.377
C 2.9892 -0.6212 -2.1031 0.22 0.76 0.09 -0.360
H 3.2993 -1.6653 -2.0240 -0.18 0.26 0.06 0.175
H 3.3358 0.1692 -0.0198 -0.14 0.06 -0.32 0.174
H 1.9026 2.1376 -3.6589 -0.08 -0.23 0.23 0.163
H 2.3536 -0.4699 -4.2606 0.08 0.22 0.41 0.169
C 1.2110 -0.4360 2.6456 -0.09 -0.25 0.18 -0.620
C -0.1705 0.1541 2.3360 0.10 -0.63 -2.50 0.246
C -1.4194 -0.5635 2.8599 0.20 -0.16 0.34 -0.626
C -0.1549 1.6025 2.8296 -0.07 0.38 0.17 -0.616
O -0.2593 0.0033 0.8779 1.17 1.67 3.26 -0.817
H 1.3933 -0.5129 3.7270 0.11 -0.04 -0.03 0.162
H 1.9597 0.2320 2.1858 -0.29 -0.27 0.22 0.222
H 1.3286 -1.4148 2.1583 -0.15 0.21 0.27 0.231
H -1.4550 -0.5979 3.9567 -0.03 -0.06 0.06 0.172
H -2.3039 -0.0118 2.4990 0.32 -0.25 0.10 0.210
H -1.4656 -1.5940 2.4612 0.03 0.39 0.24 0.225
H 0.7302 2.1467 2.4976 -0.06 -0.08 -0.37 0.210
H -1.0448 2.1710 2.5646 -0.13 -0.06 -0.35 0.197
H -0.1090 1.6545 3.9245 -0.01 -0.33 0.09 0.175
```
Positions in Å, forces in eV/Å.